The following is a DFT calculation (ωB97M-V/def2-TZVPD) of 2 unconnected molecules or ions with the total composition C7H9ClN2O5P2S.

E_LUMO   -1.2 eV
Highest occupied orbital energy   -0.352 Ha
Energy   -2298.80710 a.u.
SMILES   O=P(O)(O)[PH2](Cl)N=C=S.O=[N+]([O-])c1ccccc1
Charge   0
HOMO-LUMO gap   8.337 eV

Positions of all 27 atoms, in Å:
O: 3.52 -1.19 3.11
P: 2.81 0.21 2.74
O: 3.18 0.66 1.09
O: 3.30 1.43 3.91
P: 0.64 -0.19 2.77
Cl: -1.47 -0.69 2.83
N: 0.25 1.43 3.41
C: 0.57 2.43 2.52
S: 0.97 3.73 1.48
H: 4.04 1.21 1.05
H: 4.02 2.03 3.51
H: 0.71 -0.54 1.36
H: 0.87 -1.29 3.71
O: 1.19 -0.73 -1.14
N: 0.28 0.09 -1.33
O: 0.33 1.28 -0.98
C: -0.94 -0.38 -2.00
C: -1.05 -1.72 -2.38
C: -2.22 -2.16 -3.00
C: -3.26 -1.27 -3.25
C: -3.14 0.07 -2.88
C: -1.98 0.52 -2.26
H: -0.24 -2.43 -2.20
H: -2.32 -3.21 -3.29
H: -4.17 -1.62 -3.73
H: -3.96 0.76 -3.08
H: -1.90 1.57 -1.97